1.
Formula: C23H17Cl3IN2O5PS2Sn
Source: OMol25
Level of theory: ωB97M-V with the def2-TZVPD basis set

Geometry as XYZ:
```
55
Properties=species:S:1:pos:R:3:lowdin_charge:R:1
C 1.6364 3.8278 -4.5956 -0.174
C 2.9364 1.4593 4.2839 -0.158
H 2.8806 -0.8536 -1.3613 0.107
H 4.7206 -0.3130 0.1956 0.115
O -6.8383 -2.5237 -3.0473 -0.039
H 5.0774 1.4049 4.5460 0.109
C 0.3514 -4.1639 -0.1027 -0.097
H -3.1755 -1.1226 -1.2004 0.024
Cl -3.2296 1.9344 -1.3703 0.224
C 0.9954 0.3773 1.2153 -0.356
C -2.8322 -3.2658 -2.0703 -0.530
S -0.6221 3.3492 0.9417 0.520
H 1.0086 -3.2938 -0.0361 0.072
S -1.3680 1.1287 -1.4592 0.406
C -5.0556 -2.3457 -1.6603 -0.390
C 2.1900 5.7829 -2.5493 -0.160
H 0.5160 -4.8155 0.7538 0.088
C 4.4824 0.6838 2.6320 -0.031
C -6.6634 -2.2039 -1.8675 -0.750
H -1.5380 -2.5740 3.8968 0.094
N 2.0949 3.8871 -5.6472 0.178
H -1.9073 -3.4695 -2.5899 0.032
O -4.2119 -1.5721 0.5689 -0.542
C 0.7908 4.5193 -1.0180 -0.046
Cl -3.5610 -2.3069 -0.5425 0.502
C 2.6735 -0.4346 -0.3841 -0.078
N 2.8700 6.6827 -2.7631 0.188
C 0.2178 2.6620 -2.9911 -0.040
Cl -4.2562 -3.1126 -2.9355 1.176
O -7.2654 -1.6815 -0.9655 0.070
Sn -1.1801 0.8762 1.4284 0.628
C 1.0620 3.7165 -3.2869 -0.180
C -1.1124 -2.9870 2.9864 -0.096
H -3.9486 -3.5948 -0.1347 0.106
C -0.0348 3.4312 -0.6848 -0.665
H -0.1434 -2.5155 2.7977 0.081
P -1.5177 -2.3526 0.4645 0.840
I -0.0155 1.6240 4.1888 1.002
C 2.0616 0.6671 2.1289 -0.242
C 1.3394 -0.1820 0.0046 -0.205
C 3.6877 -0.1374 0.4705 -0.034
H 0.5642 -4.7089 -1.0191 0.089
H -0.0249 1.9409 -3.7598 0.122
C 1.8973 1.2032 3.4377 -0.603
H 0.5645 -0.4567 -0.7040 0.027
O -2.0432 -2.7180 1.9247 -0.401
H 1.0222 5.2513 -0.2569 0.120
C 4.2575 1.1970 3.8720 -0.071
C -0.3238 2.5183 -1.7169 -0.590
C 3.4108 0.4086 1.7479 -0.162
H 2.7538 1.8665 5.2686 0.090
C 1.3319 4.6603 -2.2794 -0.166
O -1.0309 -3.7680 -0.1413 -0.415
H -0.9864 -4.0634 3.0899 0.091
H 5.4910 0.4765 2.2960 0.116
```

Output
E_HOMO (eV): -8.542
Energy (eV): -119784.3856
Energy relative to the best compared isomer or geometry (same formula, charge and spin) (kJ/mol): 1993.79
E_LUMO (hartree): -0.0842
Kohn-Sham gap (eV): 6.251


2.
Formula: C23H17Cl3N2O5S3V
Source: OMol25
Level of theory: ωB97M-V with the def2-TZVPD basis set

Geometry as XYZ:
```
54
Properties=species:S:1:pos:R:3:lowdin_charge:R:1
N -1.5084 0.1814 -0.9535 0.000
C -1.2971 -4.4219 -0.9149 -0.136
N -0.4290 1.9732 0.4972 -0.063
H -0.0938 2.9202 2.4336 0.145
H 0.0312 1.2133 4.5697 0.118
C -1.2243 1.7973 -4.8869 -0.113
O 2.4821 2.6253 2.3089 0.175
H -2.3718 -5.7781 0.5080 0.066
O -2.3137 3.1996 0.8419 0.154
C 0.5580 -1.9015 1.1557 -0.544
C 3.8483 -3.4243 2.8286 -0.389
C -0.3116 -2.9789 0.6165 -0.501
C -0.3123 0.5955 3.7731 -0.179
O 1.8552 1.4268 0.4640 -0.124
H -1.8301 1.2929 -5.6572 0.134
C 0.0142 -1.1403 2.3269 -0.479
C -0.4818 -3.2452 -0.7301 -0.090
C -0.5099 0.9722 -4.0074 -0.575
H 4.4810 -4.0279 3.4954 0.094
S 2.1750 -3.6376 2.7309 1.060
C 0.6203 -0.2986 3.1666 -0.078
O 0.8211 0.8049 -2.0824 -0.188
C 0.2135 3.0591 -2.8384 -0.552
H 1.6811 -0.2019 3.2843 0.138
C 0.2249 1.6331 -3.0077 -0.327
C -1.2662 3.1227 -4.6803 -0.739
C 1.6950 2.3421 1.4701 -0.532
C -0.5305 3.7653 -3.7214 -0.126
H -2.5316 0.9723 3.6332 0.097
V 0.4594 0.6220 -0.4383 1.104
C 0.2971 2.9082 1.3865 -0.095
H 5.1991 -2.1203 1.7523 0.107
C 3.1612 -1.9076 1.2061 -0.113
S -1.0833 -4.1636 1.6455 1.058
C 1.9520 -2.4138 1.5130 -0.425
H -1.8049 -0.5619 -0.3689 0.047
H 0.3110 3.9452 1.0489 0.125
C -1.5766 0.5001 3.3584 -0.317
C -2.4613 1.2948 -0.7322 -0.056
H -1.6697 -4.7532 -1.8659 0.099
S -1.6622 -0.8312 2.2161 1.076
H -2.5831 1.8842 -1.6464 0.128
Cl 1.1998 3.8718 -1.6739 0.844
C -1.7865 2.2661 0.3423 -0.468
Cl -0.4797 -0.7475 -4.0871 0.799
O 0.6971 -0.9683 0.1110 -0.184
C -1.6599 -5.0080 0.2967 -0.390
C 4.2141 -2.4795 1.9462 -0.182
H 3.2937 -1.1030 0.5708 0.095
H 0.1320 -2.7542 -1.4873 0.116
H -0.6264 4.8301 -3.5774 0.124
H -3.4796 0.9182 -0.4221 0.157
H -1.7439 -0.1290 -1.8835 0.078
Cl -1.9881 4.0593 -5.8357 0.829
```

Output
E_HOMO (alpha / beta) (eV): -11.358 / -11.358
Total charge: +1
Energy (eV): -133099.4486
Energy relative to the best compared isomer or geometry (same formula, charge and spin) (kJ/mol): 118.90
E_LUMO (alpha / beta) (hartree): -0.1975 / -0.1975
Kohn-Sham gap (alpha / beta) (eV): 5.984 / 5.983


3.
Formula: C23H17ClN2O2
Source: OMol25
Level of theory: ωB97M-V with the def2-TZVPD basis set

Geometry as XYZ:
```
45
Properties=species:S:1:pos:R:3:lowdin_charge:R:1
C -1.3767 -4.8417 -1.1375 -0.003
C -0.0295 -2.2595 -0.3411 -0.393
C 1.9474 -1.2336 1.8543 0.017
C 0.1048 3.5165 1.6208 -0.040
H 1.7464 -2.2907 1.9068 0.110
H -1.6251 -1.5490 -1.3811 0.104
C -3.7238 -4.5466 -2.5981 -0.110
Cl -4.1343 -7.2075 -2.7824 0.658
H -0.5120 -0.3713 -2.8417 0.093
C 1.3889 4.9928 0.2192 -0.018
C 0.1424 0.2931 -0.9192 -0.123
H 3.7737 1.2767 3.1788 0.106
H -0.4607 1.3806 -2.6302 0.072
C -2.0823 -5.9570 -1.5463 -0.097
H 1.8801 5.1783 -0.7244 0.120
O 0.6076 3.1361 -1.8434 0.092
H -1.7225 -6.9432 -1.2993 0.106
H -0.4079 2.5768 1.7705 0.124
H -0.4675 -4.9512 -0.5711 0.100
N -1.1757 -2.4001 -1.0800 0.141
O 0.5695 -3.1960 0.1560 0.066
C -1.8380 -3.5655 -1.4543 -0.216
C 0.4132 -0.8680 -0.1724 -0.035
C 3.0662 0.7742 2.5397 -0.052
C -0.7005 0.4404 -2.1410 -0.021
C 2.4313 1.4792 1.5632 -0.027
N 1.5331 0.8651 0.7539 0.047
H 3.3189 -1.1488 3.4826 0.106
H -0.4440 4.2931 3.5327 0.105
C -3.2519 -5.8085 -2.2733 -0.686
C 0.7721 3.7618 0.4223 -0.180
C 1.3747 5.9506 1.2161 -0.071
H 1.8655 6.8993 1.0584 0.105
H -1.7636 0.4608 -1.8898 0.092
C 0.8226 1.3587 -0.3160 -0.102
C 0.0798 4.4838 2.6078 -0.070
C 0.7483 2.7674 -0.6888 -0.299
H -4.6346 -4.4379 -3.1656 0.104
H 2.6162 2.5273 1.3933 0.128
C -3.0176 -3.4337 -2.1891 -0.023
C 2.8128 -0.6019 2.7036 -0.058
H -3.3843 -2.4490 -2.4435 0.112
H 0.7055 6.4464 3.1881 0.104
C 0.7222 5.6963 2.4114 -0.078
C 1.3092 -0.4946 0.8502 -0.112
```

Output
E_HOMO (eV): -7.930
SMILES string: Cc1c(C(=O)Nc2ccc(Cl)cc2)c2ccccn2c1C(=O)c1ccccc1
Energy (eV): -43725.5565
E_LUMO (hartree): -0.0024
Kohn-Sham gap (eV): 7.864


What did the second record say?
Formula: C23H17Cl3N2O5S3V
Source: OMol25
Level of theory: ωB97M-V with the def2-TZVPD basis set

Geometry as XYZ:
```
54
Properties=species:S:1:pos:R:3:lowdin_charge:R:1
N -1.5084 0.1814 -0.9535 0.000
C -1.2971 -4.4219 -0.9149 -0.136
N -0.4290 1.9732 0.4972 -0.063
H -0.0938 2.9202 2.4336 0.145
H 0.0312 1.2133 4.5697 0.118
C -1.2243 1.7973 -4.8869 -0.113
O 2.4821 2.6253 2.3089 0.175
H -2.3718 -5.7781 0.5080 0.066
O -2.3137 3.1996 0.8419 0.154
C 0.5580 -1.9015 1.1557 -0.544
C 3.8483 -3.4243 2.8286 -0.389
C -0.3116 -2.9789 0.6165 -0.501
C -0.3123 0.5955 3.7731 -0.179
O 1.8552 1.4268 0.4640 -0.124
H -1.8301 1.2929 -5.6572 0.134
C 0.0142 -1.1403 2.3269 -0.479
C -0.4818 -3.2452 -0.7301 -0.090
C -0.5099 0.9722 -4.0074 -0.575
H 4.4810 -4.0279 3.4954 0.094
S 2.1750 -3.6376 2.7309 1.060
C 0.6203 -0.2986 3.1666 -0.078
O 0.8211 0.8049 -2.0824 -0.188
C 0.2135 3.0591 -2.8384 -0.552
H 1.6811 -0.2019 3.2843 0.138
C 0.2249 1.6331 -3.0077 -0.327
C -1.2662 3.1227 -4.6803 -0.739
C 1.6950 2.3421 1.4701 -0.532
C -0.5305 3.7653 -3.7214 -0.126
H -2.5316 0.9723 3.6332 0.097
V 0.4594 0.6220 -0.4383 1.104
C 0.2971 2.9082 1.3865 -0.095
H 5.1991 -2.1203 1.7523 0.107
C 3.1612 -1.9076 1.2061 -0.113
S -1.0833 -4.1636 1.6455 1.058
C 1.9520 -2.4138 1.5130 -0.425
H -1.8049 -0.5619 -0.3689 0.047
H 0.3110 3.9452 1.0489 0.125
C -1.5766 0.5001 3.3584 -0.317
C -2.4613 1.2948 -0.7322 -0.056
H -1.6697 -4.7532 -1.8659 0.099
S -1.6622 -0.8312 2.2161 1.076
H -2.5831 1.8842 -1.6464 0.128
Cl 1.1998 3.8718 -1.6739 0.844
C -1.7865 2.2661 0.3423 -0.468
Cl -0.4797 -0.7475 -4.0871 0.799
O 0.6971 -0.9683 0.1110 -0.184
C -1.6599 -5.0080 0.2967 -0.390
C 4.2141 -2.4795 1.9462 -0.182
H 3.2937 -1.1030 0.5708 0.095
H 0.1320 -2.7542 -1.4873 0.116
H -0.6264 4.8301 -3.5774 0.124
H -3.4796 0.9182 -0.4221 0.157
H -1.7439 -0.1290 -1.8835 0.078
Cl -1.9881 4.0593 -5.8357 0.829
```

Output
E_HOMO (alpha / beta) (eV): -11.358 / -11.358
Total charge: +1
Energy (eV): -133099.4486
Energy relative to the best compared isomer or geometry (same formula, charge and spin) (kJ/mol): 118.90
E_LUMO (alpha / beta) (hartree): -0.1975 / -0.1975
Kohn-Sham gap (alpha / beta) (eV): 5.984 / 5.983


Number 1 is which compound? C23H17Cl3IN2O5PS2Sn